{
  "formula": "C30H56FIN2O7PSSi",
  "method": "the ωB97M-V functional and the def2-TZVPD basis",
  "e_tot_ha": -3239.00649,
  "orbital_gap_ev": 7.35,
  "e_lumo_ev": -3.4,
  "charge": 1,
  "e_homo_ev": -10.7,
  "fmax_ev_per_a": 4.80,
  "symbols": ["C", "Si", "C", "C", "C", "C", "C", "C", "C", "C", "C", "C", "P", "N", "O", "C", "C", "C", "C", "F", "C", "I", "N", "S", "C", "C", "C", "C", "C", "C", "H", "H", "H", "H", "H", "H", "H", "H", "H", "H", "H", "H", "H", "H", "H", "H", "H", "H", "H", "H", "H", "H", "H", "H", "H", "H", "H", "H", "H", "H", "H", "H", "H", "H", "H", "H", "H", "H", "H", "H", "C", "C", "O", "C", "O", "O", "C", "H", "H", "H", "H", "H", "H", "H", "H", "C", "C", "O", "C", "O", "O", "C", "H", "H", "H", "H", "H", "H", "H", "H"],
  "positions_angstrom": [[0.152283, -3.343559, -3.464130], [2.075772, -3.260339, -3.235784], [2.772303, -4.585962, -4.478261], [2.770689, -1.502422, -3.537693], [1.554197, -0.454256, -3.669063], [2.011671, 1.017342, -4.151361], [0.763007, 2.065633, -4.296767], [-0.602927, 1.543546, -3.643197], [-1.826062, 2.587734, -3.743931], [-3.270270, 1.934336, -3.411626], [-3.369352, 1.326314, -1.918464], [-4.371582, 0.084806, -1.747774], [-5.370387, 0.599924, -0.171878], [-4.285956, 0.999452, 1.154696], [-6.261074, 2.044428, -0.543716], [-5.596079, -0.106180, -2.812683], [-5.824310, -1.704633, -2.791485], [-6.775493, -2.409602, -3.869665], [-6.567871, -1.936588, -5.386526], [-5.957024, -3.067102, -6.084776], [-4.289841, -2.166578, -2.646646], [-3.096048, -1.779938, -4.457059], [-3.876432, -1.298499, -1.460664], [-2.304605, -1.564289, -0.736667], [2.408252, -3.952958, -1.470696], [1.475642, -3.379063, -0.334130], [1.550659, -3.838747, 1.142927], [2.606218, -4.918776, 1.508737], [3.529596, -5.468772, 0.387791], [3.467655, -5.022127, -1.104646], [-0.274620, -4.243537, -2.889210], [-0.170906, -3.351804, -4.559523], [-0.302058, -2.412843, -2.945792], [3.896258, -4.723436, -4.355224], [2.166951, -5.543846, -4.251296], [2.444458, -4.229700, -5.512848], [3.296694, -1.517112, -4.571657], [3.564522, -1.173448, -2.778356], [1.041159, -0.425048, -2.631399], [0.793999, -0.817249, -4.461307], [2.819829, 1.450527, -3.451694], [2.410984, 0.893410, -5.229795], [0.600202, 2.375637, -5.396959], [1.060165, 3.020094, -3.714612], [-0.403387, 1.392274, -2.511213], [-0.985702, 0.546531, -4.059766], [-1.631544, 3.544501, -3.128578], [-1.874389, 2.931844, -4.846306], [-3.544505, 1.200893, -4.239038], [-4.065642, 2.774433, -3.459696], [-3.792865, 2.184504, -1.266163], [-2.301224, 1.161904, -1.555635], [-4.267821, 0.201893, 1.815552], [-3.334110, 1.248374, 0.849253], [-6.584919, 2.343093, 0.340357], [-5.510946, 0.403334, -3.827203], [-6.583525, 0.308635, -2.404971], [-6.412604, -1.840402, -1.802457], [-6.569370, -3.544572, -3.794520], [-7.858213, -2.164178, -3.587589], [-7.554880, -1.658634, -5.884732], [-5.840829, -1.047201, -5.470661], [-4.130468, -3.282639, -2.446045], [-4.526210, -1.652750, -0.710877], [-2.291190, -2.947891, -0.477481], [0.669546, -2.602728, -0.616335], [0.826886, -3.381986, 1.897887], [2.635957, -5.272402, 2.594636], [4.278419, -6.282605, 0.698592], [4.138811, -5.430296, -1.923898], [3.737726, -1.854788, 2.659219], [2.741490, -1.158704, 3.566702], [3.297259, -0.937205, 4.867948], [4.154478, 0.093026, 4.963189], [4.479036, 0.834089, 4.063825], [4.609527, 0.142761, 6.224847], [5.607527, 1.139759, 6.441029], [4.107674, -2.771501, 3.125824], [3.279379, -2.103515, 1.701450], [4.608408, -1.222944, 2.468472], [1.867319, -1.800108, 3.704890], [2.387241, -0.219123, 3.132356], [5.267236, 2.122131, 6.106750], [6.531286, 0.858923, 5.930215], [5.804482, 1.189185, 7.512396], [2.219163, 7.849388, 8.699425], [3.014672, 6.605328, 9.047018], [2.458457, 5.445436, 8.414146], [2.744087, 5.304774, 7.110164], [3.421815, 6.051252, 6.445485], [2.123998, 4.198879, 6.663776], [2.268218, 3.982757, 5.261559], [1.160182, 7.704780, 8.929154], [2.589652, 8.712680, 9.255912], [2.284425, 8.075618, 7.632706], [2.961340, 6.430048, 10.123857], [4.071745, 6.716739, 8.790001], [3.318689, 3.992603, 4.963346], [1.704106, 4.737723, 4.708855], [1.853840, 3.001310, 5.027178]],
  "forces_ev_per_angstrom": [[-0.64, 0.62, 0.80], [0.13, -1.45, -0.25], [-0.85, 0.20, 0.32], [0.06, 0.99, -1.21], [0.34, 0.39, 0.18], [-0.62, -0.29, -0.50], [0.02, 0.25, 0.62], [-0.53, 0.48, 0.92], [0.04, 0.01, -0.88], [0.01, 1.04, 0.09], [0.41, 0.70, -1.08], [-1.11, 3.79, -0.03], [-1.68, -0.62, 1.81], [0.02, -0.60, -1.82], [2.00, -1.53, 0.76], [-1.07, -0.49, 0.26], [0.21, 0.83, 0.20], [0.49, 0.46, -0.37], [0.61, -0.59, 0.27], [-0.98, 1.89, 0.80], [-1.33, -1.21, -0.83], [-0.60, -0.20, 1.11], [-1.42, -2.05, -0.03], [1.55, -0.12, 0.24], [0.09, -0.85, 4.00], [1.92, -2.34, 1.19], [2.20, -1.48, -3.31], [-0.78, 1.52, -3.66], [-1.71, 1.44, -0.31], [-3.04, 2.06, 3.09], [0.68, 1.12, -1.08], [0.39, -0.05, 1.52], [0.55, -1.39, -0.98], [-1.54, 0.00, -0.51], [1.25, 1.31, -0.38], [0.86, -0.60, 1.17], [-0.67, -0.06, 1.62], [-1.28, -0.42, -0.97], [0.59, 0.14, -1.73], [1.16, 0.34, 1.41], [-1.24, -0.75, -1.22], [-0.18, 0.18, 1.91], [0.22, -0.61, 1.74], [-0.57, -1.39, -1.06], [-0.20, 0.00, -1.76], [0.77, 1.37, 0.46], [-0.31, -1.60, -0.78], [-0.02, -0.43, 1.69], [0.55, 0.75, 1.30], [1.28, -1.31, -0.07], [0.74, -1.35, -1.03], [-1.47, -0.29, -0.30], [0.00, 0.79, -0.58], [-0.48, 0.07, 0.55], [0.26, -0.14, -0.82], [0.55, -0.94, 1.35], [1.53, -0.21, -0.23], [1.42, -0.26, -1.17], [-0.63, 1.82, -0.27], [1.60, -0.55, -0.18], [1.40, -0.68, 0.55], [-1.13, -1.49, 0.05], [-0.19, 1.75, 0.09], [0.12, 0.43, -0.44], [-0.73, 1.25, -0.55], [1.47, -1.27, 0.41], [1.26, -0.84, -1.06], [0.25, 0.39, -1.90], [-1.25, 1.45, -0.61], [-0.92, 0.45, 1.45], [0.38, 0.21, 0.00], [0.01, -0.19, -0.56], [0.03, 0.40, 0.22], [0.22, -0.08, -0.02], [-0.29, -0.29, 0.44], [-0.34, -0.07, -0.48], [0.37, 0.35, 0.21], [-0.18, -0.01, -0.06], [0.07, 0.02, 0.12], [-0.15, 0.06, 0.03], [0.12, 0.07, 0.32], [0.20, 0.01, 0.13], [0.05, -0.17, -0.10], [-0.13, 0.13, -0.06], [-0.21, -0.22, -0.11], [-0.14, 0.03, -0.31], [0.13, 0.61, 0.27], [0.16, -0.35, -0.43], [-0.11, 0.25, 0.17], [-0.23, -0.40, 0.24], [0.20, 0.22, 0.21], [0.03, -0.15, -0.42], [0.12, 0.00, 0.15], [-0.02, -0.09, 0.01], [0.13, -0.02, 0.11], [-0.11, -0.28, -0.19], [-0.17, -0.09, -0.17], [-0.14, 0.14, 0.04], [0.20, 0.02, 0.02], [-0.01, 0.08, 0.31]],
  "mulliken_charge": [-0.549, 0.244, -1.065, -0.674, -0.110, -0.652, -0.762, 0.437, -1.123, -0.677, -0.926, 0.388, -0.006, -0.598, -0.463, -1.187, 0.160, -0.883, -0.199, -0.313, -0.670, 0.094, 0.072, -0.085, 0.455, 0.130, -0.601, -0.427, -0.474, -0.435, 0.307, 0.368, -0.200, 0.291, 0.271, 0.311, 0.344, 0.418, 0.095, 0.145, 0.331, 0.237, 0.354, 0.209, 0.151, -0.205, 0.304, 0.370, 0.184, 0.374, 0.499, 0.323, 0.313, 0.298, 0.355, 0.427, 0.461, 0.328, 0.342, 0.393, 0.285, 0.145, 0.752, 0.769, 0.263, -0.046, 0.351, 0.393, 0.300, 0.257, -0.803, -0.060, -0.392, 0.779, -0.551, -0.350, -0.520, 0.281, 0.095, 0.378, 0.206, 0.262, 0.189, 0.290, 0.235, -1.091, -0.166, -0.355, 0.764, -0.549, -0.338, -0.578, 0.290, 0.356, 0.309, 0.289, 0.302, 0.287, 0.312, 0.161]
}


{
  "formula": "C30H57BBr2Cl3F9ILi2O10S",
  "method": "the ωB97M-V functional and the def2-TZVPD basis",
  "e_tot_ha": -10092.38833,
  "orbital_gap_ev": 1.31,
  "e_lumo_ev": -1.0,
  "charge": -1,
  "e_homo_ev": -2.3,
  "fmax_ev_per_a": 4.75,
  "symbols": ["C", "C", "C", "C", "C", "C", "C", "C", "C", "C", "C", "C", "C", "C", "C", "B", "C", "C", "O", "O", "C", "C", "I", "O", "H", "H", "H", "H", "H", "H", "H", "H", "H", "H", "H", "H", "H", "H", "H", "H", "H", "H", "H", "H", "H", "H", "H", "H", "H", "H", "H", "H", "H", "H", "H", "H", "H", "H", "H", "H", "H", "Li", "O", "H", "H", "H", "O", "H", "H", "Br", "C", "C", "Br", "H", "H", "H", "H", "C", "Cl", "Cl", "Cl", "H", "C", "O", "O", "O", "C", "S", "O", "C", "H", "H", "H", "H", "H", "H", "C", "C", "C", "F", "F", "F", "F", "O", "C", "C", "F", "F", "F", "F", "H", "H", "H", "H", "Li", "F"],
  "positions_angstrom": [[-2.397981, -4.386480, 0.471967], [-2.764761, -3.083927, 1.283006], [-3.312584, -1.889505, 0.406651], [-2.422446, -1.507032, -0.852781], [-0.870494, -1.688685, -0.662098], [-0.184423, -0.298559, -1.104499], [-0.278974, 0.637244, 0.192874], [0.307626, 2.102602, -0.031962], [0.985821, 2.498431, 1.347114], [-0.136558, 3.141343, 2.277095], [-0.097046, 2.483837, 3.713873], [-1.142571, 1.273177, 3.819739], [-0.403678, 0.013361, 4.431540], [-1.316037, -1.282253, 4.362942], [-0.505490, -2.620993, 4.522531], [0.482543, -2.952314, 3.244971], [-0.192275, -4.293086, 2.544512], [0.670890, -4.860207, 1.364374], [0.154945, -5.539392, 0.469569], [1.769764, -3.463030, 3.774579], [2.737426, -2.662973, 3.096260], [1.999187, -1.637012, 2.057886], [2.871358, -2.147439, 0.080433], [0.644860, -1.950130, 2.169836], [-3.037002, -4.576728, -0.424780], [-1.306345, -4.301683, 0.193109], [-2.438677, -5.244105, 1.203383], [-3.531438, -3.259729, 2.094742], [-1.859678, -2.687841, 1.834006], [-3.560204, -0.974357, 1.043357], [-4.313637, -2.228260, -0.005615], [-2.802420, -2.020766, -1.781845], [-2.606952, -0.402601, -1.044187], [-0.546738, -1.854597, 0.394725], [-0.468914, -2.462260, -1.377282], [0.914730, -0.462761, -1.286994], [-0.709036, 0.158845, -1.983920], [0.251922, 0.061840, 1.003450], [-1.373964, 0.654595, 0.479805], [1.050959, 2.016465, -0.878080], [-0.561318, 2.765638, -0.300223], [1.425176, 1.589317, 1.830602], [1.775933, 3.259565, 1.119824], [0.110510, 4.239336, 2.365060], [-1.158004, 3.091674, 1.815860], [0.926084, 2.046219, 3.954177], [-0.317629, 3.232546, 4.531335], [-1.929417, 1.603865, 4.555856], [-1.580499, 1.005352, 2.822094], [-0.177310, 0.232458, 5.517835], [0.585704, -0.129985, 3.904725], [-2.022676, -1.195390, 5.247208], [-1.969186, -1.301593, 3.443871], [-1.260909, -3.460571, 4.579806], [0.099625, -2.662926, 5.473203], [-1.203560, -4.003796, 2.125866], [-0.367614, -5.137952, 3.273026], [1.778164, -4.646814, 1.312463], [3.474004, -2.181349, 3.810084], [3.267282, -3.397080, 2.422562], [2.282820, -0.570151, 2.272126], [-3.459528, 0.875012, -0.102151], [2.654011, 2.152666, 5.357136], [2.910463, 2.929039, 4.771446], [2.789629, 2.367264, 6.328354], [3.149607, 1.315718, 5.093864], [5.082208, -1.756561, -3.159581], [4.521335, -1.312236, -3.803944], [4.545380, -1.778851, -2.358426], [3.079630, 3.152660, -2.022062], [2.526988, 4.294454, -3.502008], [1.814551, 5.527251, -3.008862], [-0.013007, 5.122902, -2.468469], [1.917720, 3.682770, -4.163819], [3.451319, 4.564641, -4.012305], [1.717698, 6.259976, -3.809394], [2.302073, 5.992134, -2.154614], [2.877676, -5.621709, -2.489618], [2.890179, -4.089261, -3.361140], [3.150186, -6.968838, -3.593494], [4.102453, -5.623067, -1.196515], [1.901043, -5.747048, -2.024234], [-1.121191, -7.575464, 4.912503], [-1.223299, -6.342337, 4.855548], [-0.228238, -8.196056, 5.556854], [-1.893950, -8.389918, 4.336520], [-2.336444, -9.913870, -1.373997], [-2.841084, -8.284174, -0.791434], [-3.852441, -7.750232, -1.758214], [-1.275576, -7.459849, -1.152448], [-3.187570, -10.603786, -1.285838], [-2.032581, -9.855268, -2.419511], [-1.509421, -10.275179, -0.758619], [-1.045489, -7.559295, -2.216155], [-0.481648, -7.903399, -0.551831], [-1.370839, -6.407359, -0.899275], [1.029093, 10.685527, -5.279993], [0.986347, 9.148455, -5.104858], [-0.095862, 8.380308, -5.873618], [-1.342351, 8.743875, -5.544559], [-0.002404, 7.054864, -5.594999], [0.935447, 8.863266, -3.784457], [2.189230, 8.675694, -5.546271], [0.402221, 11.511344, -4.283029], [-0.978048, 11.768908, -4.358763], [-1.758245, 11.160859, -3.186674], [-1.562347, 9.833963, -3.080399], [-3.085965, 11.353036, -3.352761], [-1.446921, 11.394381, -5.559457], [-1.110261, 13.109547, -4.312080], [2.084862, 10.955243, -5.200913], [0.741822, 10.990571, -6.288194], [0.028403, 8.505109, -6.952819], [-1.450913, 11.621506, -2.244997], [5.910728, -4.228382, -1.169011], [-4.050415, -12.049197, -2.333515]],
  "forces_ev_per_angstrom": [[0.27, 0.64, 0.60], [-0.56, 1.39, 0.13], [-0.86, -0.86, -0.95], [-0.18, -0.28, 0.75], [0.42, 1.52, -1.64], [-0.06, -0.30, 1.82], [0.15, -0.38, -1.58], [0.04, -1.98, 0.85], [-1.30, 0.96, -1.23], [1.46, 0.42, 0.86], [-0.73, -0.43, -0.15], [1.31, 0.24, 1.15], [-0.90, -0.11, -0.28], [0.29, 0.20, 1.45], [-0.74, 0.77, -0.31], [-2.22, -3.92, 1.50], [0.31, -0.26, -1.35], [-2.06, -0.47, 0.56], [2.15, 0.74, 0.73], [1.51, 2.90, -1.23], [0.47, -1.47, -0.60], [-0.87, -1.10, 3.21], [0.15, 0.28, -0.67], [2.93, 1.89, -0.62], [0.32, 0.17, 0.79], [-1.83, -0.15, -0.12], [-0.13, 0.71, -1.13], [0.71, -0.03, -0.90], [-1.30, -0.26, -0.82], [0.51, -0.82, -0.22], [0.90, 0.48, 0.46], [0.47, 0.45, 1.05], [0.33, -0.75, -0.42], [-0.47, -0.28, -1.02], [-0.59, 0.43, 1.08], [-1.19, 0.29, -0.17], [0.62, -0.39, 0.57], [-0.68, 0.80, -0.67], [0.76, 0.12, 0.16], [-1.01, 0.34, 1.00], [1.18, -0.25, 0.12], [-0.24, 0.85, -0.49], [-0.48, -0.69, 0.52], [-0.36, -1.01, -0.09], [0.82, -0.20, 0.44], [-1.39, 0.80, -0.67], [0.20, -0.67, -0.91], [0.36, -0.53, -1.04], [0.29, 0.31, 0.83], [-0.09, -0.25, -1.09], [-1.05, 0.04, 0.43], [0.45, 0.00, -1.01], [0.80, 0.13, 0.66], [0.82, 0.82, 0.13], [-0.68, 0.33, -0.76], [2.09, -1.33, 0.97], [0.34, 0.85, -0.62], [-0.59, -0.15, 0.23], [-0.80, -0.11, -0.85], [0.22, 0.87, 0.80], [-0.42, -0.78, -0.79], [0.22, -0.40, 0.28], [-0.37, -0.08, 0.19], [0.24, 0.15, -0.12], [0.17, 0.05, 0.19], [0.25, -0.20, -0.10], [0.16, -0.16, 0.21], [0.07, -0.02, -0.03], [-0.17, 0.26, 0.05], [0.17, 0.08, -0.20], [0.28, -0.03, 0.10], [-0.23, 0.09, -0.17], [0.09, 0.05, 0.05], [-0.03, 0.11, 0.08], [-0.08, 0.05, 0.03], [0.02, -0.09, 0.02], [0.00, -0.12, -0.06], [-0.56, -0.04, -0.94], [0.02, -0.18, 0.17], [0.02, 0.20, 0.29], [0.01, -0.39, 0.52], [0.17, 0.01, 0.29], [0.03, -0.51, 0.03], [-0.06, 0.19, 0.06], [0.46, 0.20, 0.33], [-0.42, 0.12, -0.30], [-0.17, 0.18, 0.28], [0.17, -0.45, -0.24], [0.26, 0.22, 0.06], [-0.08, 0.16, -0.24], [-0.08, -0.22, -0.44], [-0.14, 0.04, 0.00], [-0.01, 0.12, 0.09], [-0.13, -0.14, -0.05], [-0.08, 0.04, 0.07], [-0.02, -0.16, 0.02], [0.31, 0.69, -0.09], [-0.06, 0.61, 0.79], [-0.07, -0.60, -0.42], [-0.07, 0.39, 0.23], [0.36, 0.03, 0.08], [-0.20, -0.15, -0.07], [-0.16, -0.02, -0.34], [-0.90, -0.86, -0.08], [1.43, 0.20, -0.86], [-0.25, -0.14, 0.66], [0.22, -0.04, -0.25], [0.08, 0.25, -0.25], [-0.38, -0.24, 0.10], [-0.17, -0.03, 0.38], [-0.10, -0.15, 0.18], [-0.26, -0.21, 0.07], [0.15, 0.11, 0.02], [0.09, 0.16, -0.12], [-0.23, 0.38, -0.14], [0.11, 0.04, 0.13]],
  "mulliken_charge": [-1.169, 0.989, -0.691, -0.268, 1.119, -1.192, 2.310, -0.034, 0.053, -1.024, -0.239, -0.296, -0.074, -0.438, -0.697, -0.068, 1.101, -0.515, -0.374, -0.642, -0.359, -0.282, 0.021, 0.127, 0.495, -0.143, 0.455, 0.298, -1.038, 0.335, 0.264, 0.318, -0.174, -0.802, 0.294, 0.231, 0.250, -0.931, -0.853, -0.378, 0.190, -0.298, 0.489, 0.377, 0.393, -0.318, 0.587, 0.438, -0.245, 0.500, -0.358, 0.570, -0.101, 0.050, 0.397, -0.365, -0.032, 0.176, 0.214, 0.201, 0.088, 0.782, -0.328, 0.213, 0.316, 0.108, -0.632, 0.301, 0.229, -0.130, -0.590, -0.314, -0.120, 0.400, 0.383, -0.060, 0.426, 0.621, -0.057, -0.093, -0.219, -0.196, 0.824, -0.583, -0.496, -0.460, -0.886, 0.559, -0.674, -0.638, 0.397, 0.237, 0.327, 0.422, 0.295, -0.081, -0.812, 0.964, 0.130, -0.218, -0.225, -0.253, -0.342, -0.402, 0.774, 0.190, -0.197, -0.256, -0.280, -0.295, 0.396, 0.349, 0.250, 0.229, 0.747, -0.960]
}